{"formula": "C22H23BrN4O2S", "method": "ωB97M-V with the def2-TZVPD basis set", "gap_ev": 8.4, "energy_ha": -4193.91977, "de_lowest_ev": 0.090, "smiles": "O=C(NCCN1CCCC1)c1ccc(Cn2c(=S)[nH]c3ccc(Br)cc3c2=O)cc1", "fmax_ev_per_a": 0.84, "symbols": ["N", "H", "C", "H", "Br", "C", "C", "C", "N", "H", "N", "C", "H", "H", "C", "C", "C", "H", "C", "N", "C", "H", "O", "H", "C", "H", "C", "H", "C", "C", "H", "H", "O", "H", "C", "H", "C", "C", "H", "H", "H", "H", "H", "H", "C", "H", "S", "H", "C", "C", "C", "H", "C"], "coordinates": [[-5.775, 0.660, 2.051], [0.242, -1.653, 1.189], [0.460, -1.093, 0.293], [-4.141, -0.599, 1.780], [8.435, 3.527, -0.099], [5.900, 0.420, -1.160], [4.629, 0.267, -1.881], [6.546, -0.705, -0.633], [-2.429, 1.038, 0.445], [-6.993, -1.771, 1.012], [4.146, -1.037, -1.970], [1.455, -1.501, -0.573], [-5.842, -1.194, 3.050], [-4.042, 2.292, 0.806], [-7.472, -0.969, 1.573], [-6.514, -0.434, 2.657], [7.752, -0.557, 0.053], [2.013, -2.402, -0.364], [-4.615, 0.249, 1.281], [5.965, -1.931, -0.817], [-3.590, 1.392, 1.228], [-7.465, 0.040, -0.360], [4.024, 1.186, -2.383], [-2.536, 1.011, -0.556], [6.461, 1.684, -1.000], [8.248, -1.425, 0.459], [4.785, -2.136, -1.468], [-4.871, -0.061, 0.253], [0.006, 0.798, -1.114], [2.852, -1.190, -2.634], [5.945, 2.536, -1.415], [6.414, -2.762, -0.455], [-1.222, 0.271, 2.197], [1.254, 0.993, -2.839], [-7.720, 0.255, 0.678], [2.867, -0.564, -3.528], [-6.785, 1.343, 1.259], [7.654, 1.810, -0.321], [9.235, 0.820, 0.736], [-7.347, 1.996, 1.932], [-3.250, 1.606, 2.242], [-7.090, -0.016, 3.488], [2.746, -2.241, -2.911], [-6.328, 1.960, 0.487], [-1.340, 0.451, 1.002], [-8.758, 0.579, 0.707], [4.236, -3.682, -1.614], [-8.389, -1.359, 2.008], [1.015, 0.397, -1.971], [8.303, 0.697, 0.208], [1.738, -0.760, -1.715], [-0.530, 1.714, -1.317], [-0.283, 0.052, 0.024]], "atomic_forces_ev_per_a": [[0.233, 0.022, 0.119], [-0.018, -0.038, 0.088], [-0.108, 0.115, 0.055], [-0.006, -0.004, -0.061], [-0.071, -0.150, -0.018], [0.296, -0.204, 0.221], [0.255, 0.193, 0.047], [0.021, 0.835, -0.104], [-0.220, 0.121, -0.286], [-0.039, -0.036, -0.002], [0.155, -0.066, 0.007], [-0.057, 0.006, 0.007], [0.017, 0.037, 0.063], [0.011, -0.017, 0.068], [0.084, -0.023, 0.100], [-0.146, -0.136, 0.086], [-0.129, -0.037, -0.071], [0.063, -0.091, -0.001], [0.198, 0.235, 0.025], [-0.159, -0.093, -0.053], [-0.173, -0.180, 0.189], [-0.063, -0.004, -0.018], [-0.008, 0.063, -0.009], [0.143, -0.053, 0.087], [0.152, -0.048, 0.095], [0.070, -0.099, 0.054], [0.365, -0.454, 0.176], [0.034, -0.053, 0.003], [-0.127, -0.070, 0.119], [-0.383, 0.043, -0.288], [-0.022, 0.058, -0.020], [-0.205, 0.101, -0.132], [0.000, -0.153, 0.248], [0.068, 0.068, -0.074], [0.067, 0.071, -0.055], [0.011, -0.112, 0.112], [-0.172, 0.154, -0.031], [-0.046, 0.213, -0.059], [0.061, 0.000, 0.037], [-0.022, 0.059, -0.110], [-0.114, 0.045, -0.111], [-0.011, -0.103, 0.036], [0.078, 0.249, 0.012], [0.013, 0.074, 0.025], [-0.006, 0.114, -0.254], [-0.035, 0.017, -0.071], [-0.129, -0.559, 0.002], [-0.026, -0.091, -0.013], [0.025, -0.132, -0.060], [-0.109, 0.037, -0.069], [-0.040, 0.085, -0.061], [-0.048, 0.087, -0.006], [0.273, -0.094, -0.047]]}

***

{"formula": "C11H16NOP", "method": "ωB97M-V with the def2-TZVPD basis set", "gap_ev": [4.6, 6.1], "multiplicity": 3, "energy_ha": -899.85912, "de_lowest_ev": 2.028, "s2": 2.016, "fmax_ev_per_a": 5.40, "symbols": ["C", "H", "H", "H", "H", "N", "H", "C", "H", "H", "H", "H", "C", "C", "C", "C", "H", "H", "C", "H", "C", "H", "H", "C", "C", "H", "H", "P", "O", "C"], "coordinates": [[-3.957, -2.119, -0.341], [-2.861, 1.898, -0.950], [5.443, -2.062, 0.578], [-1.872, 0.836, -2.176], [-4.511, -0.388, -1.639], [-1.007, 1.534, -0.437], [4.230, -0.143, 1.871], [4.090, 0.448, 0.990], [4.759, 1.394, 1.215], [-4.816, -2.633, -0.680], [-1.417, -2.051, 1.770], [-1.250, 1.127, 2.179], [-1.677, -0.687, 0.381], [4.569, -0.340, -0.199], [-3.076, -2.610, 0.584], [-3.715, -0.887, -0.925], [5.444, -1.976, -1.131], [4.532, 0.083, -1.207], [5.122, -1.555, -0.247], [-0.782, 3.579, -1.530], [-0.306, 2.795, -0.814], [0.673, 2.553, -1.301], [-0.050, 3.299, 0.232], [-2.570, -0.224, -0.579], [-2.146, 1.111, -1.142], [3.131, 0.936, 0.857], [-3.395, -3.424, 1.144], [-0.187, 0.386, 0.437], [-0.384, 0.940, 2.038], [-2.013, -1.820, 1.022]], "atomic_forces_ev_per_a": [[-0.070, 0.211, -0.923], [-0.632, 0.173, -0.839], [0.298, -1.432, 2.464], [-0.418, 1.058, -0.305], [1.812, -1.104, 1.394], [1.702, 2.489, -1.087], [-0.627, -0.360, 0.655], [2.300, 1.980, -0.245], [-0.815, -1.730, -0.758], [-0.746, -0.756, 0.087], [2.399, -1.813, 3.706], [-4.421, 0.761, 0.695], [0.864, 1.987, -1.003], [0.296, -0.222, -1.039], [0.255, 1.624, 0.644], [-1.277, 1.662, -1.479], [0.445, -0.639, -2.030], [-0.563, 0.456, 0.386], [-0.866, 2.527, 0.452], [-0.037, -1.830, 1.451], [0.969, 1.376, 1.414], [-0.789, 0.088, 0.447], [-0.419, -0.757, -2.295], [-0.440, 1.549, -0.456], [-0.416, -1.557, -0.906], [-0.493, -0.581, 0.117], [-0.068, -1.715, 0.825], [-1.425, -1.098, 1.358], [5.296, -0.854, -0.646], [-2.114, -1.492, -2.085]]}

***

{"formula": "C4H6N2", "method": "ωB97M-V with the def2-TZVPD basis set", "gap_ev": 11.0, "energy_ha": -265.47773, "de_lowest_ev": 1.574, "smiles": "N#C[C@H]1CCN1", "fmax_ev_per_a": 1.03, "symbols": ["C", "H", "C", "H", "C", "H", "H", "C", "H", "N", "H", "N"], "coordinates": [[-0.360, 0.865, 0.543], [-0.124, -1.942, -0.478], [1.704, -0.029, -0.455], [-0.900, 0.907, 1.492], [0.673, -0.281, 0.575], [-2.196, 0.009, -0.319], [-0.045, 1.858, 0.228], [-1.115, -0.026, -0.450], [1.145, -0.543, 1.525], [2.456, 0.206, -1.302], [-0.837, 0.161, -1.499], [-0.403, -1.184, 0.140]], "atomic_forces_ev_per_a": [[-0.025, 0.233, 0.058], [-0.114, 0.217, 0.012], [0.649, 0.126, -0.669], [0.138, 0.043, -0.123], [0.249, 0.043, 0.208], [-0.016, -0.388, -0.230], [0.081, -0.149, 0.046], [-0.322, 0.212, -0.060], [0.002, 0.064, -0.132], [-0.620, -0.274, 0.774], [-0.110, 0.052, 0.257], [0.088, -0.179, -0.141]]}

***

{"formula": "C23H34BeN7O2S", "method": "ωB97M-V with the def2-TZVPD basis set", "gap_ev": 8.1, "energy_ha": -1843.42638, "total_charge": 1, "de_lowest_ev": 0.562, "fmax_ev_per_a": 0.89, "symbols": ["H", "C", "H", "N", "H", "H", "C", "H", "H", "C", "H", "C", "C", "H", "C", "C", "H", "C", "N", "N", "C", "H", "C", "H", "H", "C", "H", "H", "H", "H", "H", "H", "C", "C", "N", "Be", "H", "C", "H", "H", "O", "C", "C", "C", "N", "C", "H", "C", "O", "C", "H", "N", "H", "H", "C", "H", "H", "H", "H", "H", "C", "C", "H", "S", "H", "H", "N", "H"], "coordinates": [[4.983, 5.482, 3.115], [4.280, 3.112, 2.269], [-3.495, 2.767, -2.156], [0.203, -2.616, -3.300], [0.835, -4.733, -1.473], [-4.477, -1.081, -0.659], [2.679, 4.412, 1.012], [-2.045, -2.532, 1.831], [-2.745, 2.600, 0.343], [-0.504, -5.011, 0.164], [-2.369, 1.446, -2.440], [-3.009, 1.913, -1.683], [-3.617, -0.413, -0.734], [-3.360, 0.391, 1.137], [2.866, 2.042, 0.669], [0.125, -0.197, 4.521], [-4.720, 1.409, -0.476], [-0.832, -2.155, 0.087], [1.769, 0.265, 2.850], [4.113, 5.490, 2.613], [3.866, 1.965, 1.628], [-4.756, 0.747, -2.101], [1.085, -2.110, -4.377], [-3.048, -1.202, 1.057], [5.061, 3.063, 3.018], [3.705, 4.355, 1.967], [1.749, -2.296, -1.902], [-1.273, -1.160, -3.616], [2.211, 5.360, 0.778], [-0.522, 1.923, 0.564], [-1.828, -0.641, 3.746], [-1.578, -2.705, -4.447], [0.151, -4.243, -0.780], [1.410, 0.164, 4.117], [0.987, 0.034, 0.615], [-0.909, -0.339, 0.472], [1.539, 3.313, -0.427], [-4.102, 0.936, -1.247], [1.159, -1.028, -4.286], [-2.919, -0.851, -1.453], [1.731, 1.078, -1.456], [0.819, 0.022, 1.935], [0.671, -2.140, -1.950], [-1.213, -2.244, -3.533], [-1.040, 1.507, -0.206], [-0.032, -2.859, -0.833], [2.188, 0.386, 4.841], [-0.801, -0.382, 3.518], [3.318, -0.373, -0.282], [-1.316, -4.366, 1.083], [-1.806, -2.574, -2.684], [-2.919, -0.323, 0.565], [0.676, -2.377, -5.350], [3.834, 6.378, 2.234], [2.278, 3.264, 0.361], [-1.714, 3.402, -0.837], [-0.135, -0.320, 5.560], [0.256, -3.636, -3.274], [4.313, 1.008, 1.857], [2.079, -2.538, -4.273], [-1.446, -2.987, 1.042], [-2.134, 2.434, -0.548], [0.485, -1.076, -1.910], [2.284, 0.616, -0.182], [-1.835, -4.939, 1.841], [-0.364, -6.083, 0.204], [-0.486, -0.242, 2.232], [-0.363, 1.485, -0.970]], "atomic_forces_ev_per_a": [[0.017, -0.009, -0.019], [0.077, 0.084, 0.039], [0.053, -0.005, -0.054], [0.008, -0.003, 0.006], [0.003, -0.001, 0.009], [0.038, -0.038, -0.011], [0.044, -0.043, 0.041], [0.035, -0.114, 0.033], [0.038, 0.020, 0.006], [0.045, -0.020, 0.010], [-0.007, 0.038, -0.057], [-0.126, -0.043, 0.252], [-0.078, 0.066, -0.034], [0.020, 0.004, -0.014], [-0.225, -0.131, -0.231], [-0.020, -0.031, -0.027], [-0.058, 0.006, -0.038], [0.125, 0.018, -0.208], [0.000, -0.191, -0.026], [-0.079, 0.080, 0.086], [0.045, -0.043, -0.049], [-0.047, -0.009, 0.031], [0.227, 0.098, -0.277], [-0.104, 0.116, -0.041], [0.027, -0.026, -0.026], [-0.104, -0.116, -0.072], [0.046, 0.005, -0.157], [0.077, -0.008, -0.010], [0.060, 0.024, -0.032], [0.114, -0.001, -0.048], [-0.024, 0.027, -0.013], [0.095, -0.014, -0.015], [-0.042, 0.006, -0.021], [-0.010, 0.020, -0.129], [0.164, 0.342, -0.330], [-0.866, -0.204, -0.061], [-0.057, 0.024, 0.017], [0.232, -0.024, -0.053], [-0.063, -0.015, 0.038], [-0.005, -0.047, 0.018], [-0.179, -0.167, 0.443], [0.394, 0.068, 0.590], [0.219, 0.013, 0.627], [-0.293, 0.059, 0.012], [0.371, -0.185, -0.048], [-0.181, 0.018, -0.094], [-0.050, -0.056, 0.061], [-0.220, -0.047, 0.037], [0.085, -0.048, 0.340], [-0.067, -0.054, 0.057], [0.050, -0.048, 0.016], [-0.059, -0.186, 0.249], [-0.051, -0.017, 0.045], [0.055, 0.015, 0.017], [0.050, 0.006, 0.030], [0.007, -0.027, 0.071], [-0.019, 0.040, 0.004], [-0.031, -0.023, -0.036], [-0.001, 0.025, 0.010], [-0.035, -0.030, 0.106], [0.007, 0.175, -0.042], [-0.167, -0.127, -0.199], [0.007, 0.334, -0.079], [-0.179, 0.069, -0.610], [0.025, 0.014, 0.013], [0.002, 0.007, -0.017], [0.455, 0.223, -0.162], [0.129, 0.109, 0.028]]}